Molecular formula: C67H50BrI2N3O4P2SSc
Method: DFT, ωB97M-V with the def2-TZVPD basis set

Calculated values
Orbital gap, Eh: 0.2698
Total charge: +1
HOMO energy, eV: -9.76
Calculated total energy, Eh: -8059.489979

Each line ends with the Mulliken charge.
CARTESIAN COORDINATES (ANGSTROEM)
Sc -1.2369 0.7922 -0.1861  -1.6952
O -0.4113 -1.0124 -0.8614  1.0948
S 0.5266 -2.1202 -1.3006  0.4033
C 0.4814 -3.4479 -0.1214  0.2301
C 0.1802 -4.6077 -0.8087  -0.1152
C 0.2469 -5.8892 -0.2353  -1.5330
C 0.6678 -5.9768 1.0586  0.4158
C 0.8955 -7.1774 1.9380  -0.7669
C 1.3839 -6.5967 3.2887  -0.9314
C 1.3561 -5.1028 3.0940  0.1925
C 1.6231 -4.0802 3.9580  -1.3051
C 1.4615 -2.7659 3.4950  0.1287
C 1.1100 -2.4254 2.1977  -0.3485
P 0.8074 -0.6258 1.8557  2.2129
C 2.4587 0.1344 2.1543  0.5687
C 2.5992 1.4868 1.8349  0.0677
C 3.7647 2.1766 2.1297  -0.8258
C 4.8272 1.5177 2.7306  -0.7980
C 4.7262 0.1596 2.9893  -0.9234
C 3.5579 -0.5293 2.6951  -1.0211
C -0.0642 -0.2626 3.4374  0.7794
C 0.4060 0.6081 4.4121  -0.3616
C -0.3193 0.8014 5.5809  -0.5733
C -1.5123 0.1243 5.7852  -0.8802
C -1.9913 -0.7401 4.8102  -0.7541
C -1.2746 -0.9232 3.6389  -0.6413
C 0.8575 -3.4804 1.2700  -1.3828
C 0.9580 -4.7947 1.7811  1.0762
C 2.2115 -1.4988 -1.1294  0.2848
C 3.1551 -2.4345 -0.7653  -0.2433
C 4.5181 -2.1342 -0.6033  -1.0962
C 4.9096 -0.8393 -0.7724  0.3930
C 6.2561 -0.1868 -0.6009  -0.8122
C 6.0457 1.2746 -1.0659  -0.8684
C 4.5647 1.3839 -1.3187  0.4705
C 3.7911 2.4503 -1.6705  -1.3042
C 2.4505 2.2039 -2.0053  -0.3461
C 1.8563 0.9506 -2.0005  -0.0624
P 0.1529 0.9633 -2.7061  1.8510
C 0.3699 2.1203 -4.1330  0.9433
C 1.5139 2.0829 -4.9333  -0.1855
C 1.5989 2.8621 -6.0728  -0.9841
C 0.5380 3.6836 -6.4394  -0.7408
C -0.6056 3.7159 -5.6621  -0.7557
C -0.6881 2.9356 -4.5135  -0.6901
C 0.0367 -0.5231 -3.7781  0.7516
C 1.1014 -1.2876 -4.2390  0.0729
C 0.8761 -2.3573 -5.0951  -0.7874
C -0.4126 -2.6689 -5.5011  -0.8670
C -1.4816 -1.8945 -5.0656  -0.5234
C -1.2555 -0.8280 -4.2103  -0.9451
C 2.5965 -0.1499 -1.4486  -1.2507
C 3.9585 0.1208 -1.1791  0.1717
H -0.0928 -4.5217 -1.8546  0.7461
H -0.0052 -6.7606 -0.8247  0.4690
H -0.0263 -7.7485 2.0562  0.3042
H 1.6295 -7.8506 1.4941  0.3112
H 0.7421 -6.8976 4.1172  0.3201
H 2.3922 -6.9344 3.5320  0.2932
H 1.9167 -4.2599 4.9844  0.4991
H 1.5927 -1.9670 4.2136  0.7402
H 1.7836 2.0084 1.3560  -0.0868
H 3.8368 3.2308 1.8940  0.4806
H 5.7317 2.0563 2.9824  0.4044
H 5.5575 -0.3712 3.4366  0.4116
H 3.5182 -1.5902 2.8949  0.4272
H 1.3417 1.1337 4.2640  0.4871
H 0.0501 1.4836 6.3361  0.4890
H -2.0718 0.2739 6.6993  0.3908
H -2.9264 -1.2658 4.9574  0.5303
H -1.6517 -1.6002 2.8769  0.3611
H 2.8435 -3.4550 -0.5846  0.6131
H 5.2086 -2.9165 -0.3170  0.5248
H 6.5481 -0.2225 0.4478  0.1997
H 7.0293 -0.7049 -1.1683  0.4161
H 6.3908 1.9971 -0.3273  0.3453
H 6.5896 1.4776 -1.9905  0.3209
H 4.1928 3.4524 -1.7504  0.5034
H 1.8626 3.0457 -2.3476  0.6773
H 2.3451 1.4438 -4.6628  0.3624
H 2.4928 2.8247 -6.6817  0.4542
H 0.6073 4.2895 -7.3331  0.4029
H -1.4384 4.3457 -5.9471  0.4987
H -1.5896 2.9549 -3.9209  0.5048
H 2.1158 -1.0515 -3.9380  0.5081
H 1.7104 -2.9484 -5.4505  0.5178
H -0.5864 -3.5023 -6.1689  0.3951
H -2.4852 -2.1191 -5.4036  0.4956
H -2.0835 -0.2017 -3.8894  0.3454
I -6.9954 -2.8123 3.7814  0.0770
C -5.6034 -1.6112 2.7759  -0.6798
C -5.2873 -0.3589 3.2813  -0.2878
C -4.3543 0.4146 2.6163  0.0622
I -3.8765 2.3166 3.3380  0.1156
C -3.7055 -0.0339 1.4562  -0.5738
O -2.7949 0.7100 0.8562  0.8110
C -4.0635 -1.2955 0.9524  0.3004
C -3.3956 -1.8284 -0.2962  -0.7082
N -3.1415 -0.7707 -1.2866  0.1709
C -4.3638 -0.1152 -1.7343  -1.4419
C -4.2455 1.3878 -1.8263  1.0765
C -5.3998 2.1399 -2.0163  -1.0929
C -5.3036 3.5120 -2.1278  -0.7257
C -4.0433 4.0910 -2.0715  -1.6502
C -2.9517 3.2690 -1.8805  -0.9084
N -3.0352 1.9372 -1.7418  1.4112
C -5.0088 -2.0674 1.6128  -0.5111
H -5.7606 0.0132 4.1789  0.4738
H -4.0219 -2.6291 -0.7082  0.5794
H -2.4284 -2.2727 -0.0412  -0.2714
H -2.6487 -1.1708 -2.0763  -0.3330
H -5.1668 -0.3349 -1.0282  0.5306
H -4.6956 -0.4974 -2.7064  0.5140
H -6.3613 1.6449 -2.0640  0.5460
H -6.1888 4.1211 -2.2538  0.4377
H -3.9114 5.1602 -2.1660  0.5496
H -1.9584 3.6877 -1.8183  1.1511
H -5.2791 -3.0356 1.2089  0.4903
Br -2.4869 7.9507 0.7799  -0.1721
C -1.7359 6.4576 1.6571  -0.2162
C -1.4595 6.5072 3.0166  -0.2943
N -0.9339 5.4781 3.6758  -0.6267
C -0.6806 4.3621 3.0050  -0.3357
C -0.9256 4.2301 1.6418  0.6034
C -1.4635 5.3041 0.9504  -0.5697
C -0.6934 2.9329 0.9683  0.8702
O -0.5859 1.8868 1.6457  -0.1017
O -0.6401 2.8453 -0.3035  -0.3028
H -1.6700 7.4000 3.5927  0.3877
H -0.2765 3.5289 3.5688  0.7106
H -1.6735 5.2295 -0.1073  0.4811

Cartesian forces, eV/Å:
Sc -0.3757 -0.1610 -1.0750
O 0.0238 0.0249 -0.1105
S 0.1266 -0.2739 0.2301
C 0.1047 0.1594 -0.1565
C -0.0018 0.0149 -0.0161
C -0.0325 -0.1276 0.0294
C 0.0201 0.0715 -0.0410
C -0.0008 -0.0128 0.0495
C -0.0040 -0.0025 0.0205
C -0.0313 0.0037 -0.0136
C 0.0057 -0.0532 0.0310
C -0.0390 -0.0265 -0.0324
C -0.0590 0.0477 -0.1905
P 0.2332 -0.1982 0.5473
C 0.0248 -0.0296 -0.1929
C -0.0454 0.0030 -0.0169
C 0.0023 0.0047 -0.0121
C 0.0299 0.0208 -0.0659
C 0.0726 -0.0508 -0.0112
C -0.0366 -0.0159 -0.0105
C -0.0089 -0.0443 -0.0850
C 0.0259 -0.0265 -0.0615
C -0.0285 0.0317 0.0219
C 0.0072 -0.0009 0.0147
C -0.0116 -0.0101 -0.0154
C 0.0556 0.0281 -0.0130
C -0.0546 -0.0073 0.0931
C 0.0302 0.0730 -0.0419
C -0.0919 0.0283 0.0615
C -0.0708 -0.0378 -0.0101
C 0.0727 0.0313 0.0261
C -0.0442 -0.0574 -0.0472
C -0.0528 0.0181 0.0159
C -0.0067 -0.0159 0.0141
C -0.0123 0.0447 -0.0342
C 0.0749 -0.0093 0.0728
C -0.0603 -0.1032 0.0100
C -0.1326 0.0252 0.2041
P 0.4199 0.0338 -0.7163
C -0.0458 0.0244 0.1571
C -0.0196 0.0432 -0.0079
C 0.0238 -0.0317 0.0227
C 0.0072 0.0066 -0.0129
C -0.0049 0.0075 -0.0148
C 0.0332 -0.0128 0.0253
C -0.1972 0.0257 0.1283
C 0.0812 0.0941 -0.1048
C 0.0094 -0.0154 -0.0170
C -0.0427 0.0084 0.0131
C 0.0082 -0.0097 -0.0020
C 0.0705 -0.0749 0.0232
C 0.0267 0.0109 0.0068
C -0.0410 -0.0575 -0.0219
H 0.0190 -0.0041 0.0013
H 0.0084 -0.0021 0.0013
H -0.0052 0.0007 -0.0236
H -0.0125 -0.0043 -0.0185
H 0.0014 0.0018 0.0002
H -0.0011 -0.0015 -0.0017
H -0.0026 0.0139 0.0040
H 0.0288 0.0181 -0.0038
H -0.0677 0.0461 0.0155
H 0.0087 0.0000 -0.0073
H 0.0083 -0.0019 0.0016
H 0.0097 -0.0004 -0.0137
H -0.0282 -0.0090 0.0250
H -0.0054 0.0087 0.0258
H 0.0151 -0.0051 -0.0028
H -0.0016 0.0058 -0.0010
H 0.0005 0.0024 -0.0071
H -0.0323 -0.0147 0.0305
H -0.0189 0.0296 0.0374
H 0.0033 0.0037 0.0040
H 0.0288 -0.0218 0.0859
H -0.0025 0.0159 -0.0112
H -0.0147 0.0236 0.0293
H 0.0174 0.0123 0.0148
H -0.0142 0.0065 0.0054
H 0.0075 0.0082 -0.0368
H 0.0039 -0.0065 -0.0110
H -0.0045 0.0057 -0.0068
H -0.0067 0.0052 0.0034
H -0.0035 -0.0028 0.0164
H -0.0719 0.0034 0.0208
H -0.0195 -0.0076 0.0064
H 0.0142 0.0121 0.0094
H 0.0118 -0.0012 -0.0027
H -0.0060 0.0100 0.0066
H 0.0075 0.0010 -0.0252
I 0.1072 0.0945 -0.0886
C -0.1480 -0.1060 0.1595
C -0.0135 -0.0448 -0.0475
C 0.1485 0.3280 -0.0970
I -0.0481 -0.1297 -0.0253
C -0.3583 -0.1129 0.1499
O -0.5254 -0.1731 0.9012
C 0.1848 0.0063 -0.0986
C 0.0197 0.0658 0.1053
N 0.2285 -0.0765 -0.1482
C 0.0102 0.0701 0.0930
C 0.0682 -0.1239 -0.0580
C -0.0292 0.0386 -0.0308
C 0.0366 -0.0117 0.0157
C -0.0380 -0.0056 -0.0482
C -0.0753 0.0690 -0.0137
N 0.0333 0.1611 0.2396
C 0.0144 -0.0135 -0.0296
H -0.0057 0.0011 0.0013
H 0.0131 -0.0121 0.0025
H -0.0022 0.0031 -0.0217
H -0.0036 -0.0519 0.0737
H -0.0215 -0.0310 -0.0255
H 0.0121 -0.0018 -0.0069
H 0.0104 -0.0220 0.0090
H -0.0069 -0.0098 -0.0128
H 0.0265 -0.0050 0.0100
H 0.0209 -0.0370 0.0207
H 0.0039 -0.0020 0.0025
Br 0.0062 -0.0097 0.0389
C -0.0249 0.0348 -0.0437
C 0.0328 -0.0752 -0.0099
N 0.0084 0.0501 0.0793
C -0.0377 -0.0230 0.0022
C -0.0213 0.0486 -0.0104
C 0.0602 0.0022 -0.0469
C 0.3020 0.2243 0.2464
O 0.1745 0.1265 0.0017
O -0.0658 0.1807 -0.0638
H -0.0086 0.0215 -0.0282
H -0.0166 -0.0258 -0.0353
H 0.0153 0.0072 -0.0006

Molecular formula: C24H60N4Na6O12P
Method: DFT, ωB97M-V with the def2-TZVPD basis set

Calculated values
Orbital gap, Eh: 0.2228
Total charge: +3
HOMO energy, eV: -15.31
Calculated total energy, Eh: -3386.796129

Each line ends with the Mulliken charge.
CARTESIAN COORDINATES (ANGSTROEM)
Na 0.5357 -2.5099 0.0963  0.8620
Na 2.7313 1.1613 1.7742  0.7986
Na -1.8908 -2.0376 2.5337  0.7382
Na -0.3618 2.0808 3.5005  0.8678
Na -0.3860 1.0127 -1.1338  0.6571
Na 1.2158 -1.0320 4.0961  0.8726
P 0.1084 0.0249 1.3890  -0.2950
O -0.7908 -0.6212 0.3543  -0.1334
O 0.3702 1.4922 1.0425  0.4075
O 1.3842 -0.7517 1.5415  -1.1983
O -0.5247 -0.1180 2.7689  -1.1840
C -2.4013 4.7089 3.0990  -0.3579
O -1.2290 4.8183 2.1715  -0.3948
C -1.4512 4.6446 0.8115  -0.2596
C -0.2583 4.7856 -0.1757  -0.5649
N 0.8721 4.0480 0.3783  -0.1538
C 2.0702 3.8957 -0.4743  -0.0288
C 2.7540 5.1751 -0.9119  -1.0804
O 3.0767 6.0492 0.1941  -0.3498
C 3.1899 7.3930 -0.2304  -0.7654
H -2.7602 3.6807 3.0519  -0.1042
H -3.1753 5.4230 2.8177  0.3683
H -2.1030 4.8203 4.1415  0.2780
H -2.2793 5.3319 0.6380  0.6897
H -2.0132 3.7216 0.6687  -0.0943
H -0.0003 5.8365 -0.3067  0.4795
H -0.7476 4.3974 -1.0690  0.1614
H 0.5517 3.1300 0.6515  0.3932
H 1.8855 3.3704 -1.4114  0.3792
H 2.7779 3.2156 -0.0004  -0.0991
H 1.9734 5.5913 -1.5487  0.4478
H 3.5395 4.8260 -1.5820  0.5025
H 3.7135 7.9867 0.5190  0.2600
H 2.2277 7.9039 -0.2657  0.2619
H 3.7798 7.3952 -1.1470  0.3558
C 4.4773 1.6442 -1.6155  -0.6232
O 4.5834 0.5553 -0.6047  -0.2969
C 5.0048 -0.6868 -1.1821  -0.6831
C 3.6403 -1.4002 -1.4851  -1.0309
N 2.9095 -1.9290 -0.3733  0.4672
C 3.5919 -2.9474 0.4442  -0.5731
C 4.3551 -4.1329 -0.3019  -0.9226
O 5.5757 -3.6152 -0.7993  -0.2690
C 6.3092 -4.4417 -1.7303  -0.7612
H 3.9304 1.3564 -2.5134  0.3512
H 5.5067 1.8631 -1.8991  0.4150
H 4.1629 2.5835 -1.1605  -0.0512
H 5.6468 -1.2797 -0.5307  0.3637
H 5.6291 -0.5490 -2.0650  0.3579
H 3.6230 -2.2152 -2.2087  0.4578
H 3.0847 -0.6855 -2.0922  0.4804
H 2.4250 -1.2615 0.2095  -0.2504
H 2.8300 -3.1838 1.1870  0.5082
H 4.3676 -2.5121 1.0742  0.3724
H 3.8030 -4.5740 -1.1318  0.3262
H 4.5455 -4.9828 0.3534  0.5053
H 7.0192 -3.7980 -2.2496  0.2572
H 5.5975 -4.8717 -2.4350  0.3363
H 6.8503 -5.2472 -1.2339  0.2818
C -3.0869 2.9301 -1.6564  -1.0718
O -3.2040 1.7003 -0.9770  -0.0715
C -4.3769 1.5445 -0.2363  -0.7882
C -4.2905 0.1675 0.3653  -0.7752
N -3.3420 0.1068 1.4798  0.8905
C -3.7381 0.7254 2.7504  0.4758
C -4.2933 -0.2844 3.6818  -1.1172
O -3.5784 -1.3504 4.2361  -0.3256
C -2.7150 -1.0043 5.3535  -0.5849
H -3.5379 3.8410 -1.2627  0.3695
H -3.8275 2.9302 -2.4562  0.4096
H -2.1012 3.1702 -2.0547  0.3278
H -5.2591 1.5175 -0.8760  0.5274
H -4.7555 2.2080 0.5411  0.3677
H -3.8097 -0.4408 -0.4008  0.0188
H -5.2404 -0.3036 0.6176  0.5562
H -2.4223 0.4060 1.1889  -0.4303
H -4.2955 1.6620 2.7520  0.4401
H -2.8269 1.0045 3.2794  -0.5317
H -4.9594 -0.8609 3.0399  0.2021
H -4.9677 0.0389 4.4748  0.5211
H -2.9516 -0.2141 6.0660  0.3785
H -1.6610 -0.9250 5.0871  -0.0369
H -2.6536 -1.7998 6.0961  0.3752
C -3.5005 -5.3865 2.1266  -0.8054
O -2.8531 -4.3738 1.3927  -0.1526
C -2.2743 -4.7221 0.1245  -0.9096
C -2.1716 -3.3977 -0.7003  -0.2295
N -1.1312 -3.5306 -1.7682  -0.3696
C -0.9435 -2.3549 -2.6181  0.6437
C -0.1450 -2.6357 -3.8884  -1.0507
O -1.0149 -3.4192 -4.7506  -0.3734
C -0.4681 -3.8465 -5.9895  -0.7360
H -3.8662 -4.8098 2.9762  0.2019
H -2.5990 -5.9196 2.4285  0.3719
H -4.2059 -5.9683 1.5334  0.2861
H -2.8627 -5.3710 -0.5242  0.4106
H -1.3406 -5.2741 0.2319  0.4242
H -1.9830 -2.6763 0.0948  -0.2746
H -3.0994 -3.1751 -1.2274  0.6626
H -1.4133 -4.2992 -2.3596  0.3742
H -0.4021 -1.6202 -2.0221  -0.4839
H -1.8816 -1.8479 -2.8444  0.3865
H 0.7886 -3.1674 -3.7045  0.3964
H 0.1045 -1.7194 -4.4234  0.5067
H -1.1056 -4.1338 -6.8257  0.2601
H 0.2275 -4.6350 -5.7021  0.3049
H 0.1820 -3.0244 -6.2889  0.2918

Cartesian forces, eV/Å:
Na 0.1289 -0.4305 -0.8139
Na 0.3883 0.1064 -1.0413
Na -1.0733 0.2734 -0.3111
Na -0.5159 0.5465 -0.6820
Na -0.5433 0.3223 -0.1912
Na -0.1678 -0.2397 -0.4832
P -1.3411 0.2871 -0.1592
O 0.1307 -0.5068 -0.7458
O 0.4303 -0.3401 0.5977
O 2.8251 -0.9784 0.7891
O -0.8225 0.4223 2.7188
C 1.3907 -0.3653 -1.7922
O 0.7204 -0.3722 3.2713
C -2.0704 0.5147 -0.0440
C -0.6390 0.1893 2.0667
N 0.5625 0.0629 -0.8537
C -0.5554 -0.0364 0.8896
C -1.3343 0.1574 1.0710
O -0.2121 -1.6378 -1.0953
C 0.4971 0.4274 0.2974
H -0.5329 -0.1887 -0.4182
H -0.0190 -0.0727 0.0952
H 0.4792 0.6617 -0.2908
H 0.2002 0.6980 -1.1473
H 0.4784 -0.9923 -0.2151
H -0.0285 -0.0654 -0.0912
H 0.5480 -0.0333 -0.7045
H 0.1339 0.3463 -0.0797
H -0.4121 -0.1545 -0.6076
H 0.0579 0.0956 0.7179
H 0.2119 0.8514 -0.2181
H 0.7641 0.6839 0.1765
H 0.3674 -0.4433 0.1304
H -0.2844 -0.2739 -0.7118
H -0.3004 0.5640 -0.1874
C 1.7436 -0.9062 0.9058
O -0.1960 1.6255 -0.2943
C -1.4448 -0.7433 -0.3351
C 1.0367 -0.3054 -1.5400
N -0.4412 -0.6479 -0.1796
C 0.8016 -0.0204 -0.2612
C -0.4017 0.5493 -0.1203
O 0.1900 0.2952 0.1407
C -0.7268 0.1874 0.4140
H -0.3052 -0.0245 0.2254
H 0.0564 -0.1081 -0.3767
H -0.4633 -0.5441 0.1088
H -0.3303 0.3436 0.5037
H -0.3117 0.2419 -0.2973
H 1.1441 -0.2143 -0.0974
H -0.5780 0.4309 0.5607
H 0.8004 0.1937 0.0942
H -0.0066 -1.1239 0.0154
H 0.4346 0.2536 -0.0393
H -0.5206 0.2415 -0.2202
H -0.0445 0.1457 0.5612
H -0.1421 -0.0237 0.1057
H 0.0968 -0.0785 -0.2411
H -0.0467 0.0126 0.1613
C -1.9645 0.8664 -1.5657
O 1.4332 1.2801 0.9461
C -2.3748 -1.6314 -0.1192
C 1.2203 -0.4290 0.0679
N -0.3096 -0.1095 1.0663
C 2.2531 0.1331 0.6094
C -4.0405 -1.2981 -0.3431
O 3.1053 0.2026 1.4143
C 0.2709 -1.1491 0.6834
H 0.6544 -0.0065 1.6868
H 0.4219 -0.6501 -1.0624
H 0.0067 -0.4923 0.1932
H 0.0300 0.1092 -0.7397
H 1.2889 1.0886 0.1414
H -0.3168 -0.3179 -0.1658
H -0.0487 0.3101 0.1126
H -0.2976 0.0952 -0.1765
H -0.5905 -0.2088 -0.3734
H 0.6850 0.4577 -0.2754
H -0.5303 0.0024 -0.0834
H 0.1956 0.9092 -0.0055
H -0.7061 0.8001 -0.9132
H 0.1772 0.5583 -0.6431
H -0.5957 -0.8039 -0.4571
C 1.7540 0.2120 0.4436
O 0.3848 1.8995 -2.3184
C -0.7453 0.5835 -0.9142
C 0.6524 -1.4289 -0.2576
N 0.3749 0.2975 1.2328
C 0.2164 0.1937 0.1608
C -1.3497 -0.9950 -1.2909
O -1.1584 0.4810 1.1698
C 2.4307 0.6175 1.0052
H -0.6993 -0.7392 0.0381
H -0.7842 -1.3697 0.6588
H -0.1105 0.1159 0.3126
H -0.6818 -0.4074 0.6420
H 0.4704 0.3396 0.2313
H 0.2915 0.7839 -0.7216
H -0.4358 0.1450 0.6439
H 0.0558 -0.2284 -0.1660
H 0.3737 0.2499 0.0522
H -0.3194 -0.1446 -0.4107
H 0.1060 -0.2007 0.2622
H 0.0249 0.3419 0.1241
H -0.6229 0.1384 0.7822
H -0.0211 -0.5448 -0.6464
H 0.0186 0.0828 -0.7633

What is the formula in the second record?
C24H60N4Na6O12P

Which value of orbital gap does entry 1 give?
0.2698 Eh

Which value of HOMO energy does entry 1 give?
-9.76 eV

Look up the HOMO energy of the second one.
-15.31 eV